# 1
{"formula": "C33H24IrN4O4P2Se2", "method": "the ωB97M-V functional and the def2-TZVPD basis", "symbols": ["Ir", "O", "C", "C", "C", "C", "C", "C", "C", "O", "N", "O", "O", "H", "H", "H", "H", "Se", "P", "C", "C", "C", "C", "C", "C", "C", "C", "C", "C", "C", "C", "C", "C", "N", "N", "N", "P", "Se", "C", "C", "C", "C", "C", "C", "C", "C", "C", "C", "C", "C", "H", "H", "H", "H", "H", "H", "H", "H", "H", "H", "H", "H", "H", "H", "H", "H", "H", "H", "H", "H"], "coordinates": [[-0.0685, 0.0087, 0.6228], [1.9518, 0.1146, 0.9806], [2.6554, 1.1023, 0.7252], [2.2124, 2.3675, 0.2178], [3.1996, 3.3216, -0.0675], [2.8263, 4.5533, -0.5291], [1.4877, 4.8964, -0.7111], [0.5076, 3.9734, -0.4241], [0.8498, 2.7004, 0.0380], [-0.1641, 1.8785, 0.3169], [3.8746, 5.5466, -0.8382], [5.0204, 5.2260, -0.6086], [3.5042, 6.6352, -1.2149], [3.7265, 0.9911, 0.9159], [4.2490, 3.0962, 0.0701], [1.2431, 5.8834, -1.0774], [-0.5423, 4.2003, -0.5475], [-6.2981, -2.8064, 0.9026], [-5.6421, -1.5229, -0.6333], [-5.3005, -2.3472, -2.2091], [-4.3046, -1.9004, -3.0743], [-4.1554, -2.4872, -4.3232], [-5.0002, -3.5168, -4.7113], [-5.9904, -3.9679, -3.8479], [-6.1408, -3.3877, -2.5985], [-6.7803, -0.1784, -1.0277], [-6.5729, 0.6050, -2.1627], [-7.4537, 1.6283, -2.4614], [-8.5432, 1.8709, -1.6324], [-8.7507, 1.0911, -0.5063], [-7.8690, 0.0629, -0.2009], [-4.0846, -0.6875, -0.2215], [-2.8398, -1.1654, 0.1560], [-2.0676, -0.0621, 0.3500], [-2.7899, 1.0181, 0.1154], [-4.0018, 0.6589, -0.2266], [-2.1007, -2.7148, 0.5047], [0.0894, -2.2301, 0.2139], [-2.5896, -4.0506, -0.5567], [-2.0161, -4.1999, -1.8201], [-2.4519, -5.2195, -2.6459], [-3.4494, -6.0838, -2.2105], [-4.0090, -5.9406, -0.9491], [-3.5788, -4.9266, -0.1096], [-2.2739, -3.1502, 2.2242], [-1.4394, -4.1249, 2.7748], [-1.6023, -4.4880, 4.0983], [-2.5961, -3.8866, 4.8643], [-3.4246, -2.9212, 4.3131], [-3.2672, -2.5424, 2.9874], [-3.6494, -1.0873, -2.7826], [-3.3839, -2.1339, -4.9954], [-4.8888, -3.9675, -5.6891], [-6.6504, -4.7703, -4.1505], [-6.9055, -3.7404, -1.9167], [-5.7286, 0.4185, -2.8141], [-7.2942, 2.2368, -3.3416], [-9.2333, 2.6698, -1.8708], [-9.6011, 1.2774, 0.1358], [-8.0253, -0.5568, 0.6727], [-1.2462, -3.5199, -2.1651], [-2.0159, -5.3406, -3.6281], [-3.7893, -6.8791, -2.8610], [-4.7862, -6.6147, -0.6155], [-4.0212, -4.8069, 0.8690], [-0.6704, -4.6027, 2.1778], [-0.9580, -5.2393, 4.5342], [-2.7219, -4.1756, 5.8994], [-4.1987, -2.4586, 4.9101], [-3.9212, -1.7970, 2.5555]], "forces_ev_per_a": [[-0.1156, -0.0932, 0.4323], [0.0038, 0.0854, -0.1243], [0.0827, 0.0343, -0.0120], [-0.0151, -0.0210, 0.0266], [0.0323, -0.0356, -0.0004], [-0.0412, -0.0305, -0.1858], [0.0415, -0.0114, -0.0142], [-0.0411, 0.0135, 0.0009], [-0.0522, -0.0453, 0.0323], [0.1695, 0.1684, -0.1802], [-0.0660, 0.2069, 0.6474], [0.0432, -0.0892, -0.2279], [0.0080, -0.0526, -0.2364], [-0.0016, 0.0144, 0.0236], [-0.0041, 0.0052, -0.0025], [-0.0046, -0.0026, 0.0048], [0.0078, 0.0126, 0.0013], [0.0751, -0.0033, -0.0040], [0.0138, -0.0090, 0.0852], [-0.0131, -0.0171, -0.0452], [-0.0028, 0.0138, -0.0259], [0.0032, 0.0196, 0.0162], [-0.0172, -0.0012, 0.0068], [0.0200, 0.0053, -0.0223], [0.0345, -0.0215, -0.0016], [0.0350, -0.0033, -0.0260], [-0.0054, -0.0066, 0.0003], [-0.0111, 0.0044, 0.0047], [0.0091, 0.0038, -0.0123], [0.0106, -0.0162, 0.0091], [-0.0155, 0.0263, 0.0229], [-0.1293, 0.0626, -0.0080], [-0.0531, 0.0973, 0.0166], [0.0131, 0.1449, -0.1382], [-0.0759, -0.0620, -0.0895], [0.1174, 0.0152, 0.0403], [0.0119, -0.1844, 0.0184], [0.0133, -0.1800, -0.0122], [0.0444, -0.0617, 0.0261], [-0.0898, 0.0538, -0.0497], [0.0157, 0.0137, 0.0071], [-0.0100, -0.0009, 0.0287], [0.0067, -0.0124, -0.0019], [0.0465, -0.0567, -0.0173], [-0.1472, 0.0069, -0.0193], [-0.0070, -0.0603, -0.0304], [0.0020, 0.0060, 0.0029], [-0.0052, 0.0091, -0.0085], [0.0151, 0.0124, -0.0001], [0.0662, 0.0350, 0.0618], [-0.0032, -0.0035, -0.0010], [-0.0025, 0.0022, -0.0003], [-0.0017, 0.0007, 0.0003], [0.0000, -0.0018, 0.0003], [-0.0006, 0.0058, 0.0022], [-0.0074, 0.0028, 0.0038], [-0.0012, -0.0025, 0.0042], [0.0024, -0.0035, 0.0013], [0.0027, -0.0007, -0.0004], [-0.0028, -0.0030, -0.0039], [0.0114, 0.0088, 0.0157], [-0.0057, 0.0023, 0.0022], [-0.0008, 0.0034, -0.0012], [0.0050, -0.0017, -0.0049], [0.0077, 0.0127, 0.0089], [-0.0134, 0.0017, -0.0176], [-0.0041, 0.0023, -0.0016], [-0.0017, 0.0003, -0.0050], [0.0039, -0.0098, -0.0006], [-0.0062, -0.0096, -0.0227]], "mulliken_charge": [0.762, -0.553, 0.259, 0.545, -0.586, -0.339, -0.363, -0.542, 0.421, -0.777, 1.018, -0.597, -0.591, 0.424, 0.498, 0.504, 0.521, -0.288, 0.810, 0.609, -0.056, -0.845, -0.529, -0.754, -0.590, 0.670, -0.372, -0.743, -0.456, -0.686, -0.528, 0.349, 0.238, 0.434, -0.946, -0.304, 0.325, -0.244, 0.886, -0.303, -0.665, -0.507, -0.912, -0.377, 0.690, -0.450, -0.798, -0.485, -0.887, -0.103, 0.414, 0.424, 0.443, 0.453, 0.394, 0.321, 0.411, 0.396, 0.403, 0.338, 0.273, 0.437, 0.431, 0.445, 0.495, 0.394, 0.421, 0.409, 0.450, 0.464], "charge": 1, "largest_force_ha_per_bohr": 0.013, "total_energy_ev": -200861.45128, "gap_ev": [4.74, 4.78], "e_lumo_ev": [-5.79, -5.75], "de_lowest_kcal_mol": 0.0}

=====

# 2
{"formula": "C5H9NO", "method": "the ωB97M-V functional and the def2-TZVPD basis", "symbols": ["H", "N", "C", "C", "O", "C", "C", "C", "H", "H", "H", "H", "H", "H", "H", "H"], "coordinates": [[1.7548, 2.0623, -0.8540], [2.2483, 1.4964, -0.1816], [1.4797, 0.5503, 0.1615], [2.2987, -0.7318, 0.0975], [0.1223, 0.7036, -0.0727], [-0.9360, -0.0714, 0.4538], [-1.9355, -0.6571, -0.5005], [-2.3162, 0.5213, 0.3619], [2.5124, -1.3008, 0.9948], [1.7593, -1.2853, -0.6706], [3.2541, -0.4312, -0.3614], [-0.6748, -0.6172, 1.3537], [-1.7757, -0.4586, -1.5564], [-2.3617, -1.6328, -0.2805], [-2.4149, 1.4859, -0.1295], [-3.0146, 0.3664, 1.1839]], "forces_ev_per_a": [[-0.5580, 1.5132, 0.5524], [-0.1927, 0.3532, -0.6258], [0.7826, 0.1733, -1.2027], [-0.3258, -0.4569, 0.2028], [0.3306, -0.0294, 0.0577], [0.1425, -0.2661, 0.1592], [0.1249, -0.1791, -0.1025], [0.1234, 0.1199, 0.0932], [-0.4829, -0.2598, 0.1331], [0.0452, -0.6617, 0.2322], [-0.5134, -0.2603, 0.4991], [-0.0305, -0.0333, -0.0774], [0.0244, -0.0096, 0.1803], [0.1070, 0.1781, -0.0130], [0.1302, -0.1897, 0.0627], [0.2925, 0.0080, -0.1513]], "mulliken_charge": [0.243, -0.704, 0.552, -0.888, -0.327, -0.017, -0.520, -0.545, 0.290, 0.289, 0.299, 0.401, 0.242, 0.232, 0.225, 0.229], "largest_force_ha_per_bohr": 0.033, "total_energy_ev": -8865.87085, "gap_ev": 10.00, "e_lumo_ev": 0.91, "de_lowest_kcal_mol": 77.1, "smiles": "[H]/N=C(/C)OC1CC1"}

=====

# 3
{"formula": "C4H9NS", "method": "the ωB97M-V functional and the def2-TZVPD basis", "symbols": ["C", "C", "C", "C", "N", "S", "H", "H", "H", "H", "H", "H", "H", "H", "H"], "coordinates": [[-3.0805, 0.4217, 0.2886], [-3.4443, -0.7095, 1.0897], [2.0090, 0.4169, -1.3504], [2.1864, -0.5249, -0.2169], [-3.0660, 0.2925, 1.7842], [1.7154, 0.1422, 1.4330], [-2.0589, 0.4992, -0.1181], [-3.9183, 1.0892, -0.1858], [2.8622, 0.9555, 1.5946], [-3.7915, -1.7317, 1.1068], [2.9191, 0.8249, -1.6072], [1.8450, -0.1983, -2.2229], [1.1556, 1.0951, -1.3100], [3.1327, -1.1265, -0.1470], [1.5342, -1.4464, -0.1385]], "forces_ev_per_a": [[-0.5935, 1.3452, -0.0531], [-2.9548, -6.5264, -3.6180], [-1.4975, -1.7264, -0.8552], [-0.6108, -2.6384, 2.4679], [2.8804, 5.6128, 2.8556], [1.9942, 1.0311, -0.1128], [-0.4417, 0.8206, 0.3410], [1.3709, -1.6903, 0.4607], [-1.3854, -0.8064, -0.0354], [-0.2452, 0.4406, 0.0254], [1.8713, 1.8277, -0.1312], [-0.4031, -0.3474, -0.5621], [0.4031, 0.0947, 0.4203], [-0.2337, 1.4042, -0.2351], [-0.1544, 1.1585, -0.9679]], "mulliken_charge": [-0.005, -0.379, -0.943, -0.545, -0.369, -0.223, 0.181, 0.224, 0.115, 0.354, 0.371, 0.297, 0.296, 0.375, 0.251], "spin_multiplicity": 3, "largest_force_ha_per_bohr": 0.156, "total_energy_ev": -16611.66136, "gap_ev": [6.99, 6.34], "e_lumo_ev": [0.86, -2.67], "de_lowest_kcal_mol": 106.3}

=====

Copy entry 2 word for word.
{"formula": "C5H9NO", "method": "the ωB97M-V functional and the def2-TZVPD basis", "symbols": ["H", "N", "C", "C", "O", "C", "C", "C", "H", "H", "H", "H", "H", "H", "H", "H"], "coordinates": [[1.7548, 2.0623, -0.8540], [2.2483, 1.4964, -0.1816], [1.4797, 0.5503, 0.1615], [2.2987, -0.7318, 0.0975], [0.1223, 0.7036, -0.0727], [-0.9360, -0.0714, 0.4538], [-1.9355, -0.6571, -0.5005], [-2.3162, 0.5213, 0.3619], [2.5124, -1.3008, 0.9948], [1.7593, -1.2853, -0.6706], [3.2541, -0.4312, -0.3614], [-0.6748, -0.6172, 1.3537], [-1.7757, -0.4586, -1.5564], [-2.3617, -1.6328, -0.2805], [-2.4149, 1.4859, -0.1295], [-3.0146, 0.3664, 1.1839]], "forces_ev_per_a": [[-0.5580, 1.5132, 0.5524], [-0.1927, 0.3532, -0.6258], [0.7826, 0.1733, -1.2027], [-0.3258, -0.4569, 0.2028], [0.3306, -0.0294, 0.0577], [0.1425, -0.2661, 0.1592], [0.1249, -0.1791, -0.1025], [0.1234, 0.1199, 0.0932], [-0.4829, -0.2598, 0.1331], [0.0452, -0.6617, 0.2322], [-0.5134, -0.2603, 0.4991], [-0.0305, -0.0333, -0.0774], [0.0244, -0.0096, 0.1803], [0.1070, 0.1781, -0.0130], [0.1302, -0.1897, 0.0627], [0.2925, 0.0080, -0.1513]], "mulliken_charge": [0.243, -0.704, 0.552, -0.888, -0.327, -0.017, -0.520, -0.545, 0.290, 0.289, 0.299, 0.401, 0.242, 0.232, 0.225, 0.229], "largest_force_ha_per_bohr": 0.033, "total_energy_ev": -8865.87085, "gap_ev": 10.00, "e_lumo_ev": 0.91, "de_lowest_kcal_mol": 77.1, "smiles": "[H]/N=C(/C)OC1CC1"}